[1]
Entry from the OMol25 dataset: C20H26N7O2PdS as an isolated structure in a non-equilibrium geometry (ωB97M-V/def2-TZVPD).

Structure (XYZ):
```
57
C20H26N7O2PdS, DFT ωB97M-V/def2-TZVPD
Pd 0.375 0.230 -0.045
O -0.171 -3.508 1.646
C 0.174 -2.377 1.389
N -0.254 -1.636 0.259
C -1.116 -2.231 -0.699
O -1.595 -3.339 -0.629
C -1.384 -1.283 -1.830
C -2.190 -1.650 -2.889
C -2.400 -0.733 -3.912
C -1.803 0.522 -3.829
C -1.012 0.818 -2.734
N -0.806 -0.081 -1.764
C 1.058 -1.558 2.266
C 1.562 -2.105 3.429
C 2.330 -1.308 4.266
C 2.539 0.015 3.911
C 2.005 0.492 2.725
N 1.294 -0.288 1.900
H -2.624 -2.641 -2.898
H -3.018 -0.993 -4.762
H -1.941 1.267 -4.600
H -0.538 1.785 -2.634
H 1.342 -3.140 3.659
H 2.742 -1.710 5.182
H 3.107 0.687 4.540
H 2.141 1.524 2.456
N 0.996 2.203 -0.544
C 2.298 2.622 0.083
C 3.431 2.617 -0.929
C 3.585 1.319 -1.728
C 3.468 0.008 -0.946
N 2.093 -0.586 -1.047
H 1.114 2.254 -1.553
H 0.261 2.872 -0.322
H 2.518 1.922 0.871
H 2.174 3.604 0.536
H 4.349 2.811 -0.370
H 3.320 3.455 -1.620
H 4.566 1.347 -2.200
H 2.884 1.286 -2.573
H 3.717 0.124 0.110
H 4.156 -0.732 -1.357
H 2.132 -1.554 -0.732
H 1.862 -0.641 -2.039
C -4.279 1.041 -0.441
N -3.874 0.088 0.600
C -4.668 -0.906 1.094
C -3.958 -1.552 2.066
N -2.754 -0.926 2.134
C -2.690 0.083 1.242
S -1.420 1.236 1.080
H -5.282 0.779 -0.763
H -3.592 0.975 -1.282
H -4.280 2.049 -0.036
H -5.670 -1.074 0.736
H -4.225 -2.384 2.696
H -2.048 -1.100 2.832
```

Output
Energy ... -49977.561 eV
Total charge ... +3
2S+1 ... 1
HOMO-LUMO gap (spin up / spin down) ... 6.616 / 6.618 eV
LUMO energy (spin up / spin down) ... -11.7 / -11.7 eV



[2]
Entry from the OMol25 dataset: a 13-piece molecular cluster, C30H60N11O20 overall in a non-equilibrium geometry (ωB97M-V/def2-TZVPD).

Structure (XYZ):
```
121
C30H60N11O20, DFT ωB97M-V/def2-TZVPD
C 2.969 -1.365 1.582
C 1.873 -0.416 1.063
C 0.968 -1.082 0.018
N -0.141 -0.175 -0.472
C -1.081 0.010 0.693
C 0.339 1.127 -1.101
C -0.883 1.601 -1.902
C -1.556 0.286 -2.357
C -0.861 -0.827 -1.606
H 2.633 -2.362 1.854
H 3.382 -0.842 2.444
H 3.833 -1.469 0.925
H 2.401 0.500 0.794
H 1.303 -0.146 1.955
H 0.540 -2.025 0.347
H 1.512 -1.267 -0.911
H -1.410 -0.964 1.047
H -1.929 0.624 0.402
H -0.498 0.503 1.465
H 0.601 1.819 -0.307
H 1.164 0.852 -1.754
H -1.542 2.134 -1.213
H -0.829 2.262 -2.765
H -2.609 0.361 -2.080
H -1.489 0.188 -3.438
H -1.536 -1.571 -1.186
H -0.116 -1.316 -2.233
C 2.755 1.039 4.627
N 4.081 0.361 4.786
O 4.082 -0.842 4.833
O 5.014 1.077 5.029
H 2.799 1.627 3.718
H 2.612 1.598 5.549
H 1.958 0.300 4.633
C -0.201 4.548 3.301
N 0.015 3.447 2.308
O -0.666 3.436 1.304
O 0.899 2.643 2.508
H -1.233 4.545 3.638
H 0.070 5.464 2.788
H 0.434 4.282 4.140
C -4.440 4.343 1.927
N -3.994 3.116 1.227
O -3.990 3.114 0.019
O -3.568 2.234 1.951
H -3.653 5.096 1.948
H -4.695 4.209 2.972
H -5.293 4.680 1.339
C -4.254 -1.735 -5.094
N -4.753 -0.430 -4.595
O -5.901 -0.333 -4.248
O -3.946 0.479 -4.584
H -3.199 -1.841 -4.864
H -4.426 -1.850 -6.162
H -4.791 -2.546 -4.605
C -5.675 2.120 -2.556
N -7.035 2.134 -2.010
O -7.525 3.241 -1.862
O -7.569 1.091 -1.717
H -5.736 2.402 -3.602
H -5.211 1.152 -2.429
H -5.053 2.852 -2.047
C 1.111 -1.236 -5.747
N 1.477 -0.213 -4.708
O 1.468 0.945 -5.018
O 1.810 -0.636 -3.619
H 0.026 -1.286 -5.791
H 1.522 -2.197 -5.466
H 1.516 -0.809 -6.660
C 3.865 1.913 -2.352
N 3.748 2.239 -0.894
O 4.490 1.629 -0.162
O 2.872 2.989 -0.526
H 4.858 2.191 -2.688
H 3.061 2.400 -2.896
H 3.689 0.841 -2.406
C 1.796 -6.097 -0.508
N 1.976 -4.682 -0.080
O 2.620 -3.952 -0.800
O 1.471 -4.363 0.977
H 0.891 -6.203 -1.098
H 1.834 -6.726 0.373
H 2.641 -6.305 -1.161
C 0.964 -3.073 4.502
N -0.429 -2.699 4.141
O -1.220 -3.609 3.990
O -0.682 -1.521 3.990
H 1.587 -2.185 4.434
H 1.283 -3.868 3.839
H 0.964 -3.352 5.554
C -2.369 5.666 -1.367
N -2.206 4.854 -2.598
O -1.090 4.607 -2.988
O -3.238 4.501 -3.122
H -2.601 4.912 -0.612
H -3.238 6.309 -1.461
H -1.481 6.228 -1.103
C -3.757 -2.750 0.513
C -4.073 -1.725 -0.373
C -4.654 -0.569 0.123
C -4.859 -0.405 1.494
C -4.368 -1.372 2.360
C -3.730 -2.513 1.873
H -3.265 -3.670 0.209
H -3.777 -1.779 -1.413
H -4.990 0.163 -0.601
H -5.500 0.379 1.869
H -4.561 -1.278 3.422
H -3.361 -3.175 2.645
C 7.943 -1.421 1.868
C 6.665 -1.609 1.370
C 6.290 -2.855 0.862
C 7.218 -3.886 0.851
C 8.463 -3.741 1.451
C 8.839 -2.494 1.894
H 8.321 -0.445 2.141
H 5.960 -0.788 1.350
H 5.325 -2.994 0.393
H 7.017 -4.859 0.416
H 9.107 -4.607 1.531
H 9.807 -2.314 2.347
```

Output
Energy ... -89390.497 eV
Total charge ... +1
2S+1 ... 1
HOMO-LUMO gap ... 8.203 eV
LUMO energy ... -2.5 eV



[3]
Entry from the OMol25 dataset: C28H28BF12N5O2Pd as an isolated structure in a non-equilibrium geometry (ωB97M-V/def2-TZVPD).

Structure (XYZ):
```
77
C28H28BF12N5O2Pd, DFT ωB97M-V/def2-TZVPD
Pd -0.098 -0.159 0.147
C -1.843 6.159 3.332
C -1.229 5.033 2.531
C 0.121 5.020 2.188
C 0.662 3.984 1.459
C -0.095 2.863 1.013
N 0.527 1.871 0.294
C 1.643 2.190 -0.469
C 1.588 3.264 -1.371
C 2.672 3.634 -2.144
C 3.864 2.926 -2.063
C 5.068 3.302 -2.892
C 3.914 1.846 -1.190
C 2.838 1.461 -0.389
C 2.896 0.286 0.620
O 1.930 -0.640 0.474
C 4.229 -0.521 0.454
F 4.387 -0.927 -0.819
F 5.341 0.201 0.786
F 4.251 -1.625 1.208
C 2.939 0.890 2.116
F 1.739 0.915 2.687
F 3.430 2.155 2.159
F 3.725 0.169 2.963
C -1.464 2.874 1.381
C -1.980 3.948 2.116
C -2.384 1.706 0.983
O -1.949 0.977 -0.076
C -2.635 0.856 2.289
F -1.511 0.287 2.721
F -3.546 -0.121 2.078
F -3.097 1.588 3.331
C -3.816 2.239 0.542
F -3.712 3.334 -0.232
F -4.665 2.558 1.551
F -4.471 1.316 -0.191
H -1.296 7.092 3.178
H -1.835 5.948 4.409
H -2.884 6.326 3.041
H 0.768 5.834 2.508
H 1.718 4.002 1.222
H 0.654 3.812 -1.438
H 2.588 4.481 -2.821
H 4.987 4.330 -3.251
H 5.177 2.652 -3.767
H 5.989 3.218 -2.309
H 4.847 1.306 -1.141
H -3.029 3.942 2.388
C -5.343 -2.270 -0.301
C -4.494 -1.551 -1.329
N -3.136 -1.422 -0.842
C -2.604 -2.284 0.080
N -1.502 -1.986 0.684
C -0.910 -2.937 1.612
C -1.259 -4.370 1.258
C -2.761 -4.481 1.179
N -3.292 -3.478 0.273
C -4.703 -3.616 -0.048
H -6.373 -2.399 -0.646
H -5.347 -1.682 0.622
H -4.878 -0.553 -1.524
H -4.515 -2.110 -2.273
H -2.795 -0.465 -0.710
H -1.235 -2.710 2.635
H 0.171 -2.806 1.573
H -0.868 -5.064 2.007
H -0.812 -4.611 0.291
H -3.206 -4.361 2.178
H -3.058 -5.465 0.806
H -5.197 -4.124 0.785
H -4.829 -4.252 -0.935
B 1.146 -4.283 -1.687
C 0.688 -2.762 -1.569
N 0.289 -1.681 -1.514
H 0.209 -4.921 -2.157
H 1.407 -4.690 -0.561
H 2.125 -4.364 -2.413
```

Output
Energy ... -77805.384 eV
Total charge ... -2
2S+1 ... 1
HOMO-LUMO gap (spin up / spin down) ... 6.166 / 6.157 eV
LUMO energy (spin up / spin down) ... 4.5 / 4.5 eV



[4]
Entry from the OMol25 dataset: a 2-piece molecular cluster, C4H12O3 overall in a non-equilibrium geometry (ωB97M-V/def2-TZVPD).

Structure (XYZ):
```
19
C4H12O3, DFT ωB97M-V/def2-TZVPD
C 0.680 0.244 -1.773
C -0.243 -0.137 -0.631
O -1.408 0.723 -0.282
C 0.484 -0.403 0.670
C 1.468 -1.586 0.564
O 0.774 -2.829 0.365
H 0.185 0.950 -2.450
H 0.821 -0.699 -2.321
H 1.687 0.650 -1.622
H -0.832 -0.987 -0.931
H -0.972 1.579 -0.284
H 1.017 0.445 1.118
H -0.144 -0.817 1.481
H 2.092 -1.433 -0.327
H 2.186 -1.713 1.371
H -0.172 -2.643 0.446
O -2.695 2.617 1.760
H -2.291 3.433 2.040
H -2.636 2.606 0.806
```

Output
Energy ... -10483.942 eV
Total charge ... 0
SMILES ... C[C@H](O)CCO.O
2S+1 ... 1
HOMO-LUMO gap ... 10.869 eV
LUMO energy ... 0.6 eV



[5]
Entry from the OMol25 dataset: a 2-piece molecular cluster, H6N2 overall (ωB97M-V/def2-TZVPD).

Structure (XYZ):
```
8
H6N2, DFT ωB97M-V/def2-TZVPD
N -1.821 0.463 1.486
H -1.210 0.615 2.294
H -1.254 0.007 0.764
H -2.535 -0.213 1.775
N 1.460 -0.211 -1.430
H 2.064 -0.989 -1.143
H 2.005 0.648 -1.311
H 1.291 -0.321 -2.435
```

Output
Energy ... -3077.654 eV
Total charge ... 0
SMILES ... N.N
2S+1 ... 1
HOMO-LUMO gap ... 10.941 eV
LUMO energy ... 1.1 eV



[6]
Entry from the OMol25 dataset: a 2-piece molecular cluster, C3H10NO4 overall in a non-equilibrium geometry (ωB97M-V/def2-TZVPD).

Structure (XYZ):
```
18
C3H10NO4, DFT ωB97M-V/def2-TZVPD
O 2.560 -1.062 -0.451
C 1.612 -0.349 -0.492
O 1.054 0.164 -1.609
C 0.768 -0.031 0.731
C 0.371 -1.429 1.357
O -0.978 -1.302 1.828
N -0.466 0.736 0.442
H 1.655 0.410 -2.324
H 1.414 0.430 1.471
H 1.001 -1.682 2.208
H 0.464 -2.169 0.569
H -1.352 -2.177 1.891
H -0.312 1.718 0.620
H -0.812 0.579 -0.518
H -1.167 0.345 1.085
H -1.787 1.574 -2.935
H -2.221 2.555 -1.899
O -1.804 1.689 -1.974
```

Output
Energy ... -12946.895 eV
Total charge ... +1
2S+1 ... 1
HOMO-LUMO gap ... 11.781 eV
LUMO energy ... -3.3 eV



[7]
Entry from the OMol25 dataset: C2H4N4 as an isolated structure (ωB97M-V/def2-TZVPD).

Structure (XYZ):
```
10
C2H4N4, DFT ωB97M-V/def2-TZVPD
N 0.098 -1.355 1.002
C -0.462 -0.209 0.676
C -1.128 0.844 0.420
N -0.932 0.623 -0.989
N 0.286 0.919 -1.501
N 1.286 0.456 -0.912
H 0.990 -1.560 0.571
H -0.480 -2.131 1.293
H -1.761 1.604 0.865
H 2.101 0.809 -1.426
```

Output
Energy ... -8093.764 eV
Total charge ... 0
2S+1 ... 1
HOMO-LUMO gap (spin up / spin down) ... 9.043 / 9.044 eV
LUMO energy (spin up / spin down) ... 0.8 / 0.8 eV



[8]
Entry from the OMol25 dataset: a 9-piece molecular cluster, C43H85F3N13O5 overall in a non-equilibrium geometry (ωB97M-V/def2-TZVPD).

Structure (XYZ):
```
149
C43H85F3N13O5, DFT ωB97M-V/def2-TZVPD
C 0.156 0.952 0.228
O 0.651 -0.398 0.079
O 1.104 1.759 -0.313
C -1.249 0.966 -0.433
F -1.230 0.255 -1.535
F -2.281 0.629 0.399
F -1.518 2.311 -0.721
C 0.041 -1.443 0.714
C 0.590 -2.815 0.269
H 0.391 -3.629 0.966
H 0.347 -3.082 -0.759
H 1.679 -2.764 0.251
H -1.047 -1.489 0.676
H 0.348 -1.249 1.742
H -0.029 1.162 1.282
C 4.566 -4.376 5.610
C 3.212 -4.499 5.111
O 2.937 -5.206 4.156
N 2.238 -3.556 5.783
H 1.713 -4.061 6.482
H 2.853 -2.949 6.306
C 1.400 -2.860 4.648
H 4.660 -4.860 6.582
H 4.912 -3.344 5.662
H 5.243 -4.911 4.943
H 0.816 -2.155 5.240
H 0.789 -3.551 4.067
H 1.973 -2.452 3.815
C 4.314 0.041 0.383
C 4.191 -0.574 -1.013
O 4.757 -1.559 -1.480
N 3.395 0.410 -1.844
H 2.644 0.837 -1.319
H 4.087 1.138 -1.949
C 2.825 -0.092 -3.149
H 5.076 -0.415 1.015
H 3.424 -0.026 1.009
H 4.696 1.058 0.464
H 3.312 0.446 -3.963
H 1.786 0.224 -3.064
H 2.774 -1.180 -3.190
C 3.961 5.879 -1.368
C 3.259 4.557 -0.871
O 3.841 3.736 -0.124
N 1.782 4.379 -1.250
H 1.665 4.414 -2.253
H 1.474 3.450 -1.000
C 0.944 5.432 -0.513
H 3.810 6.463 -0.461
H 3.580 6.113 -2.362
H 5.030 5.671 -1.422
H -0.122 5.231 -0.614
H 1.041 6.485 -0.775
H 1.069 5.203 0.546
C -5.183 3.048 0.099
C -4.203 3.606 1.180
N -3.472 4.791 0.890
C -2.174 5.064 1.487
C -1.760 6.386 1.112
N -2.899 6.936 0.469
C -3.912 5.982 0.302
C -3.015 8.203 0.004
H -4.744 2.996 -0.898
H -6.193 3.457 0.060
H -5.465 2.028 0.363
H -3.415 2.853 1.203
H -4.386 3.651 2.254
H -1.717 4.312 2.113
H -0.898 7.008 1.302
H -4.892 6.142 -0.122
H -2.599 8.848 0.777
H -4.067 8.479 -0.072
H -2.446 8.285 -0.922
C -1.842 -3.501 -2.975
C -2.741 -4.305 -3.914
N -2.206 -5.647 -4.158
C -2.808 -6.737 -3.520
C -2.145 -7.838 -4.091
N -1.195 -7.430 -5.044
C -1.352 -6.050 -5.192
C -0.438 -8.365 -5.877
H -1.796 -4.066 -2.045
H -2.216 -2.482 -2.874
H -0.834 -3.400 -3.378
H -2.723 -3.859 -4.908
H -3.820 -4.397 -3.790
H -3.519 -6.525 -2.736
H -2.332 -8.890 -3.937
H -0.740 -5.443 -5.842
H 0.279 -8.919 -5.272
H 0.001 -7.931 -6.776
H -1.185 -9.051 -6.276
C -2.626 5.176 -5.717
C -2.024 4.594 -4.424
N -2.396 3.180 -4.179
C -1.387 2.219 -4.360
C -1.984 0.998 -4.171
N -3.331 1.233 -3.810
C -3.537 2.602 -3.842
C -4.234 0.275 -3.265
H -3.691 5.370 -5.588
H -2.492 4.600 -6.633
H -2.253 6.163 -5.994
H -2.147 5.048 -3.441
H -0.935 4.585 -4.411
H -0.352 2.526 -4.390
H -1.565 0.003 -4.142
H -4.372 3.173 -3.464
H -4.883 -0.099 -4.058
H -4.668 0.702 -2.361
H -3.679 -0.567 -2.853
C 1.584 2.604 3.156
C 2.933 1.876 3.335
N 4.054 2.736 3.021
C 5.306 2.184 2.918
C 6.101 3.304 2.696
N 5.334 4.497 2.560
C 4.039 4.117 2.782
C 5.778 5.805 2.093
H 1.289 2.936 2.160
H 1.664 3.473 3.808
H 0.773 2.039 3.616
H 2.842 1.095 2.580
H 3.106 1.428 4.314
H 5.616 1.159 3.061
H 7.180 3.354 2.667
H 3.222 4.816 2.878
H 6.694 5.438 1.629
H 6.078 6.515 2.863
H 5.076 6.341 1.454
C -3.644 -5.117 5.294
C -2.669 -6.270 4.992
N -1.882 -6.129 3.778
C -0.539 -6.497 3.559
C -0.196 -6.607 2.123
N -1.353 -6.100 1.531
C -2.367 -5.777 2.510
C -1.598 -6.188 0.052
H -3.259 -4.171 4.915
H -3.904 -5.019 6.348
H -4.525 -5.156 4.652
H -3.270 -7.169 4.852
H -2.152 -6.485 5.927
H 0.044 -6.709 4.443
H 0.705 -6.897 1.604
H -3.400 -5.536 2.307
H -1.071 -5.399 -0.485
H -2.664 -6.124 -0.164
H -1.197 -7.092 -0.405
```

Output
Energy ... -83647.577 eV
Total charge ... +7
2S+1 ... 1
HOMO-LUMO gap ... 8.275 eV
LUMO energy ... -14.0 eV



[9]
Entry from the OMol25 dataset: an isolated ion of composition C4H9NOS and charge -1 in a non-equilibrium geometry (ωB97M-V/def2-TZVPD).

Structure (XYZ):
```
16
C4H9NOS, DFT ωB97M-V/def2-TZVPD
O 3.015 0.073 -0.281
C 2.128 0.044 -1.119
N 0.817 -0.055 -0.809
C 0.336 -0.199 0.551
C -0.762 0.857 0.818
S -2.384 0.450 -0.023
C -0.094 -1.577 0.931
H 2.323 0.206 -2.175
H 0.145 -0.258 -1.535
H 1.076 0.288 1.200
H -1.003 1.033 1.862
H -0.522 1.770 0.268
H -2.241 1.021 -1.236
H 0.690 -2.333 0.856
H -1.029 -1.885 0.454
H -0.391 -1.547 1.989
```

Output
Energy ... -18665.929 eV
Total charge ... -1
2S+1 ... 2
HOMO-LUMO gap (spin up / spin down) ... 2.556 / 8.953 eV
LUMO energy (spin up / spin down) ... 3.3 / 3.5 eV



[10]
Entry from the OMol25 dataset: one molecule with the formula C5H9FO in a non-equilibrium geometry (ωB97M-V/def2-TZVPD).

Structure (XYZ):
```
16
C5H9FO, DFT ωB97M-V/def2-TZVPD
C 1.135 1.641 0.986
O 1.742 1.250 -0.227
C 0.795 0.404 -0.941
C -0.223 -0.361 -0.478
C -0.967 -1.144 -1.366
C -0.570 -0.820 0.904
F -1.872 -0.273 1.360
H 0.093 1.754 1.150
H 1.408 0.908 1.602
H 1.574 2.615 1.124
H 0.806 0.687 -1.923
H -2.061 -1.137 -1.352
H -0.637 -2.058 -1.141
H -0.524 -0.743 -2.392
H -0.735 -2.023 0.989
H 0.039 -0.698 1.706
```

Output
Energy ... -10092.127 eV
Total charge ... 0
SMILES ... CO/C=C(/C)CF
2S+1 ... 1
HOMO-LUMO gap ... 10.101 eV
LUMO energy ... 0.9 eV